(1)
A 2-piece molecular cluster, C4H12N4 overall. Source: OMol25; level of theory: ωB97M-V with the def2-TZVPD basis set.

XYZ file:
```
20
Properties=species:S:1:pos:R:3:forces:R:3:nbo_charge:R:1
C 3.0680 0.0080 0.0212 -2.0 -1.1 0.1 0.387
C 0.6931 0.4405 -0.2210 -1.9 -0.8 0.2 0.257
C -2.7586 -1.2383 -0.6897 -0.7 -1.5 -4.2 -0.546
C -2.7772 0.5868 0.7276 -1.0 2.0 -0.4 -0.548
N 4.0132 -0.7252 0.4966 0.5 0.5 -0.5 -0.639
N -2.0935 -0.3342 0.0338 0.9 -1.4 1.4 0.120
N 0.7344 1.6166 -0.6889 -1.0 2.7 -2.0 -0.724
N 1.7478 -0.0503 0.4535 4.6 1.7 -1.8 -0.592
H 3.3492 0.4023 -0.9395 -0.6 1.1 -0.1 0.242
H -3.7838 -0.9824 -1.1494 1.3 0.0 0.8 0.271
H -2.0724 -1.7641 -1.4683 -1.1 0.7 1.4 0.293
H -2.9963 -2.0101 0.0639 0.1 -0.4 0.4 0.373
H -2.0042 1.4041 0.8755 -1.3 0.0 -0.2 0.313
H -3.8225 0.7550 0.2531 1.5 0.4 1.4 0.263
H -2.7882 0.2590 1.8013 -0.1 -0.1 -0.3 0.373
H 4.8836 -0.7083 -0.0559 -0.3 -0.5 1.0 0.462
H 3.8650 -1.2915 1.3086 0.5 -0.4 0.5 0.440
H -0.0976 1.8972 -1.2001 0.0 -0.3 0.0 0.410
H 1.3295 2.4497 -0.7255 1.1 -0.7 0.7 0.418
H 1.5106 -0.7147 1.1033 -0.3 -2.1 1.9 0.428
```
Forces are in eV/Å.

Output
- E_tot: -377.80508 Eh
- Charge: +2

(2)
An isolated ion of composition C4H10NOS and charge -1. Source: OMol25; level of theory: ωB97M-V with the def2-TZVPD basis set.

XYZ file:
```
17
Properties=species:S:1:pos:R:3:forces:R:3:nbo_charge:R:1
C 0.0416 -1.1710 1.5773 -1.0 -0.3 0.5 -0.605
C -0.0509 -0.2359 0.3860 1.7 -0.3 0.9 -0.059
C -1.1908 -0.5949 -0.5849 0.0 0.3 -0.1 -0.516
S -2.7373 0.3550 -0.3361 0.3 -0.2 0.4 -0.135
N 1.1587 -0.1935 -0.3808 -0.1 2.2 -2.9 -0.776
C 1.2238 1.2672 -1.0350 0.2 -0.9 -0.4 0.172
O 0.2826 1.5270 -1.8857 -0.3 0.4 0.0 -0.903
H -0.9762 -1.1819 1.9961 0.2 -0.3 0.3 0.196
H 0.3032 -2.1966 1.3124 -0.1 0.0 -0.4 0.191
H 0.7370 -0.9115 2.3802 0.0 0.5 -0.3 0.195
H -0.2203 0.7875 0.7534 -0.3 0.0 0.2 0.166
H -0.8037 -0.3020 -1.5500 -0.1 -0.1 -0.3 0.289
H -1.4530 -1.6510 -0.5514 0.0 -0.1 0.0 0.189
H -2.0558 1.4973 -0.1812 -0.1 0.2 -0.2 0.144
H 2.1598 -0.2098 -0.3099 0.0 -1.2 2.1 0.383
H 1.3033 1.9492 -0.1404 -0.3 0.0 0.2 0.035
H 2.2780 1.2651 -1.4501 0.0 -0.1 -0.1 0.035
```
Forces are in eV/Å.

Output
- E_tot: -686.54512 Eh
- Structure (SMILES): C[C@H](CS)NC[O-]
- Charge: -1

(3)
A 2-piece molecular cluster, C2H8N3O overall. Source: OMol25; level of theory: ωB97M-V with the def2-TZVPD basis set.

XYZ file:
```
14
Properties=species:S:1:pos:R:3:forces:R:3:nbo_charge:R:1
C 1.1465 -0.9139 1.2744 0.6 2.4 -1.3 0.538
N 2.4222 -0.8031 1.6917 -1.7 -2.0 0.4 -0.772
O 0.6530 -0.0049 0.5786 0.2 -0.5 0.4 -0.675
H 0.4570 -1.7364 1.4510 0.9 -0.8 0.6 0.168
H 2.7749 -1.6772 2.0622 0.6 0.7 0.4 0.418
H 2.8822 0.0940 1.7895 0.0 -0.3 -0.3 0.440
N -1.7280 0.0863 -0.2107 -0.1 -2.2 0.6 -0.747
C -1.7051 0.5352 -1.4337 0.8 1.0 0.3 0.432
N -0.7028 1.3586 -1.7710 1.1 0.8 -1.1 -0.789
H -0.7498 -0.2987 0.1420 -0.7 2.0 0.5 0.453
H -2.5586 -0.3404 0.2183 0.4 -0.2 -1.1 0.424
H -2.3755 0.1485 -2.1906 -1.0 1.1 0.0 0.229
H -0.7276 2.2766 -2.2627 -0.8 -1.7 -0.3 0.451
H 0.2117 1.2754 -1.3388 -0.5 -0.1 0.9 0.432
```
Forces are in eV/Å.

Output
- E_tot: -320.25649 Eh
- Charge: +1